ORCA calculation (ωB97M-V/def2-TZVPD) on the molecule C15H23ClN4O4S.

Computed properties:
Frontier orbital gap = 0.3353 Eh
SMILES = CO[C@@]1(C(=O)NC[C@H](CO)NC(=O)Cc2cc(Cl)n(C)n2)CCSC1
Max |F| = 0.00375 Eh/bohr
Highest occupied orbital energy = -8.6 eV
DFT total energy = -1963.783151 a.u.

Geometry (Å):
C  -0.23  2.14  -0.68
O  -0.96  1.42  0.31
C  -2.17  0.83  -0.16
C  -1.86  -0.38  -1.06
O  -2.59  -0.70  -1.98
N  -0.74  -1.04  -0.70
C  -0.19  -2.15  -1.44
C  1.06  -1.74  -2.21
C  1.67  -2.90  -2.98
O  0.81  -3.13  -4.10
N  2.02  -1.08  -1.33
C  2.71  -1.72  -0.36
O  2.73  -2.94  -0.25
C  3.41  -0.80  0.63
C  2.39  -0.15  1.51
C  1.46  -0.77  2.37
C  0.76  0.28  2.90
Cl  -0.52  0.30  4.04
N  1.25  1.42  2.39
C  0.79  2.78  2.62
N  2.25  1.17  1.52
C  -2.92  0.40  1.10
C  -3.36  1.67  1.80
S  -3.76  2.88  0.49
C  -3.10  1.83  -0.84
H  0.79  2.26  -0.29
H  -0.19  1.60  -1.63
H  -0.66  3.13  -0.85
H  -0.20  -0.65  0.07
H  0.06  -2.96  -0.75
H  -0.95  -2.51  -2.13
H  0.77  -0.99  -2.96
H  2.67  -2.63  -3.31
H  1.74  -3.78  -2.35
H  0.98  -4.00  -4.46
H  2.00  -0.07  -1.29
H  4.09  -1.41  1.21
H  3.97  -0.02  0.12
H  1.33  -1.82  2.58
H  0.75  2.98  3.69
H  1.51  3.44  2.15
H  -0.19  2.92  2.18
H  -3.78  -0.20  0.79
H  -2.28  -0.22  1.73
H  -4.24  1.51  2.42
H  -2.56  2.07  2.43
H  -2.59  2.44  -1.58
H  -3.89  1.27  -1.34